Arrangement i

Entry from OMol25: 2 unconnected molecules or ions with the total composition C3H9N3O2 (ωB97M-V/def2-TZVPD).

```
17
Properties=species:S:1:pos:R:3
C 0.10477 -1.66414 0.06095
N 1.00499 1.16438 -0.42029
C -0.28941 0.96681 -0.15338
N -0.86465 1.57216 0.96287
N 0.63811 -1.37930 1.30411
C -0.94763 -0.12539 -0.81087
O 1.67549 0.30306 -1.16228
O -0.69154 -0.25920 -2.15879
H 0.28642 -0.12734 -2.23467
H 1.55112 1.77554 0.18998
H -0.25537 2.18575 1.48745
H -1.77813 1.97508 0.80997
H 0.00075 -0.97097 1.97521
H 1.53598 -0.91490 1.29385
H 0.83316 -2.00798 -0.66088
H -0.79706 -2.26337 0.10468
H -2.00699 -0.23018 -0.58791
```

Summary:
- HOMO energy (eV) = -7.445
- gap between HOMO and LUMO (eV) = 8.0
- LUMO (eV) = 0.54
- 2S+1 = 1

natural (NBO) population analysis, charges in e, atoms 1 to 6: atom 1 (C): -0.135, atom 2 (N): -0.169, atom 3 (C): 0.340, atom 4 (N): -0.810, atom 5 (N): -0.821, atom 6 (C): 0.008

=====

Arrangement ii

Entry from OMol25: a molecular structure, C3H9N3O2 (ωB97M-V/def2-TZVPD).

```
17
Properties=species:S:1:pos:R:3
C -2.13198 -1.25199 -0.08366
C -0.56234 0.55255 -0.04976
C 0.94121 0.66648 0.43304
H -2.21465 -1.44832 1.15215
H -3.22616 -0.57906 -0.50357
H -2.08579 -2.29724 -0.32639
H -0.76172 1.13395 -0.74763
H -1.02012 0.78271 0.95230
H 2.75488 -0.22928 0.36755
H 0.69046 -1.79500 -1.05437
H 1.83303 -0.77138 -1.86519
H 1.09493 3.45890 1.42107
N 1.78418 -0.53263 0.12796
N 1.61031 -1.42770 -1.06320
N 1.56923 1.67779 0.88730
O -0.75468 -0.63232 -0.63491
O 0.47921 2.69254 0.98729
```

Summary:
- HOMO energy (eV) = -8.384
- gap between HOMO and LUMO (eV) = 9.1
- LUMO (eV) = 0.68
- 2S+1 = 1

natural (NBO) population analysis, charges in e, atoms 1 to 6: atom 1 (C): -0.299, atom 2 (C): -0.099, atom 3 (C): 0.370, atom 4 (H): 0.204, atom 5 (H): 0.211, atom 6 (H): 0.196

=====

Arrangement iii

Entry from OMol25: 2 unconnected molecules or ions with the total composition C3H9N3O2 (ωB97M-V/def2-TZVPD).

```
17
Properties=species:S:1:pos:R:3
C 0.63004 2.22899 0.05442
N 0.19282 0.91543 -0.37749
C -0.60089 0.03797 0.52584
C -1.97230 -0.24208 -0.03671
O -0.43567 0.06255 1.74222
H 0.00221 2.62289 0.85731
H 1.67039 2.17359 0.39477
H 0.63682 2.93941 -0.77548
H 0.71506 0.70483 -1.22261
H -1.88834 -0.52444 -1.08766
H -2.42194 -1.05207 0.54232
H -2.62490 0.62529 0.08547
N 1.28081 -2.21876 0.38470
N 0.54750 -2.29928 -0.72026
O 0.69804 -1.36854 -1.53600
H 1.51491 -3.03512 0.93973
H 2.05544 -1.57065 0.22944
```

Summary:
- HOMO energy (eV) = -8.742
- structure (SMILES) = CNC(C)=O.NN=O
- gap between HOMO and LUMO (eV) = 9.0
- LUMO (eV) = 0.30
- 2S+1 = 1

natural (NBO) population analysis, charges in e, atoms 1 to 6: atom 1 (C): -0.403, atom 2 (N): -0.724, atom 3 (C): 0.704, atom 4 (C): -0.708, atom 5 (O): -0.568, atom 6 (H): 0.206

=====

arrangement iii is preferred energetically. Next in line: 0.194 eV higher.

=====

Arrangement i

Entry from OMol25: CH4O3S in the gas phase (ωB97M-V/def2-TZVPD).

```
9
Properties=species:S:1:pos:R:3
O 0.93492 1.17255 0.40082
C 0.58099 0.09407 -0.38116
O 0.95912 -1.08699 0.27865
O -0.73730 0.15658 -0.90348
S -1.90372 -0.09239 0.31886
H 0.14696 1.41642 0.91215
H 1.31055 0.21508 -1.45368
H 1.02033 -0.77858 1.12213
H -2.31185 -1.09675 -0.29430
```

Summary:
- HOMO energy (eV) = -9.841
- structure (SMILES) = OC(O)OS
- gap between HOMO and LUMO (eV) = 10.2
- LUMO (eV) = 0.33
- 2S+1 = 1

natural (NBO) population analysis, charges in e, atoms 1 to 6: atom 1 (O): -0.717, atom 2 (C): 0.619, atom 3 (O): -0.695, atom 4 (O): -0.642, atom 5 (S): 0.252, atom 6 (H): 0.473

=====

Arrangement ii

Entry from OMol25: a molecular structure, CH4O3S (ωB97M-V/def2-TZVPD).

```
9
Properties=species:S:1:pos:R:3
C -0.98793 -0.18302 0.19058
O -1.34514 -0.97760 -0.65005
O -0.79513 1.09301 -0.20458
O -0.83182 -0.53952 1.45841
S 1.94101 -0.84255 0.09031
H 1.35779 0.74836 -0.38746
H -0.99076 1.14277 -1.11074
H -0.68255 0.36191 1.86583
H 2.33454 -0.80335 -1.25228
```

Summary:
- HOMO energy (eV) = -9.620
- gap between HOMO and LUMO (eV) = 9.5
- LUMO (eV) = -0.14
- 2S+1 = 1

natural (NBO) population analysis, charges in e, atoms 1 to 6: atom 1 (C): 0.971, atom 2 (O): -0.622, atom 3 (O): -0.710, atom 4 (O): -0.630, atom 5 (S): -0.342, atom 6 (H): 0.172

=====

arrangement ii is preferred energetically. Next in line: 0.642 eV higher.

=====

Arrangement i

Entry from OMol25: C19H21NO5 in the gas phase (ωB97M-V/def2-TZVPD).

```
46
Properties=species:S:1:pos:R:3
C -3.42677 -6.04090 0.14480
O -2.29688 -5.77273 -0.65016
C -1.50251 -4.71898 -0.30900
C -1.71031 -3.87318 0.76910
C -0.82610 -2.83279 1.01135
C 0.26738 -2.62232 0.19173
N 1.19673 -1.59028 0.37544
C 1.27152 -0.67744 1.37351
O 0.51113 -0.61879 2.31770
C 2.41984 0.30460 1.17937
C 2.12663 1.32957 0.07900
C 1.22485 2.48035 0.52521
C -0.24272 2.09212 0.72291
O -0.99995 3.20662 1.13943
C -0.74269 4.34815 0.42903
C -1.63016 5.41181 0.53441
C -1.41867 6.57003 -0.18808
C -0.32432 6.67251 -1.03201
C 0.57516 5.62837 -1.12899
C 0.38153 4.46726 -0.39193
O 1.31745 3.46959 -0.48984
C 0.48037 -3.48146 -0.90562
O 1.58590 -3.20447 -1.67006
C 1.86448 -4.04463 -2.76461
C -0.40037 -4.51547 -1.14496
H -3.90388 -6.90997 -0.30545
H -3.14542 -6.27602 1.17612
H -4.12829 -5.20070 0.14194
H -2.54946 -4.00382 1.43178
H -0.98290 -2.17714 1.85089
H 1.90476 -1.56963 -0.34622
H 2.59118 0.81763 2.12625
H 3.32183 -0.25246 0.91934
H 1.67204 0.84483 -0.78796
H 3.06342 1.78406 -0.25046
H 1.59625 2.90716 1.47102
H -0.35473 1.34307 1.50630
H -0.63961 1.70197 -0.22585
H -2.48110 5.30132 1.18745
H -2.11434 7.39013 -0.09870
H -0.16428 7.57080 -1.60820
H 1.44325 5.68967 -1.76608
H 1.05893 -4.01823 -3.50429
H 2.77774 -3.65351 -3.21078
H 2.03060 -5.07687 -2.44283
H -0.27425 -5.19489 -1.97105
```

Summary:
- HOMO energy (eV) = -7.929
- structure (SMILES) = COc1ccc(NC(=O)CC[C@@H]2COc3ccccc3O2)c(OC)c1
- gap between HOMO and LUMO (eV) = 8.5
- LUMO (eV) = 0.60
- 2S+1 = 1

natural (NBO) population analysis, charges in e, atoms 1 to 6: atom 1 (C): -0.251, atom 2 (O): -0.494, atom 3 (C): 0.309, atom 4 (C): -0.322, atom 5 (C): -0.213, atom 6 (C): 0.138

=====

Arrangement ii

Entry from OMol25: C19H21NO5 in the gas phase (ωB97M-V/def2-TZVPD).

```
46
Properties=species:S:1:pos:R:3
C -5.07241 -2.36592 0.30447
O -3.72070 -1.66611 -0.05381
C -3.70299 -0.43141 0.11134
C -4.80075 0.22162 0.36797
C -4.74536 1.68457 0.70628
C -3.56409 2.22857 0.56768
C -2.39667 1.60123 -0.09735
C -1.13985 2.33355 -0.34713
O -1.14776 3.52238 -0.02399
O -0.02805 1.43832 -0.47450
C 1.10518 2.24675 -0.71560
C 2.13705 1.36605 -1.50515
O 3.20039 1.84074 -1.45802
N 1.70585 0.26730 -1.68417
C 2.59960 -0.75804 -2.32303
C 2.91512 -1.67441 -0.89886
C 3.26422 -1.03499 0.40173
C 2.45837 -0.49625 1.25082
C 2.85141 0.49481 2.14582
C 4.15028 0.66879 2.20830
C 5.13578 0.19578 1.47519
C 4.66522 -0.81074 0.41601
C -2.54720 0.21103 -0.20228
O -1.33658 -0.52960 -0.49351
C -1.35811 -1.69517 -0.44567
H -4.81092 -3.43627 0.02670
H -6.00356 -1.93042 -0.52797
H -5.28657 -2.29414 1.24538
H -5.83681 -0.18950 0.73882
H -5.63720 2.32432 0.98083
H -3.46803 3.49373 0.72351
H 1.66101 2.82179 0.06580
H 0.91789 3.18878 -1.35502
H 0.70622 -0.01723 -1.27564
H 2.25468 -1.48816 -2.91057
H 3.54583 -0.65288 -2.41482
H 1.85019 -2.24544 -0.50226
H 3.71869 -2.64429 -0.98520
H 1.35501 -0.64374 1.09181
H 2.11221 0.82277 3.14379
H 4.53357 1.36237 2.95211
H 6.19423 0.59993 1.59349
H 5.37668 -1.15795 -0.25004
H -0.36171 -2.02992 -0.78983
H -1.53257 -2.48230 0.40306
H -1.91684 -2.26035 -1.18649
```

Summary:
- HOMO energy (eV) = -8.667
- structure (SMILES) = COc1cccc(C(=O)OCC(=O)NCCc2ccccc2)c1OC
- gap between HOMO and LUMO (eV) = 8.5
- LUMO (eV) = -0.21
- 2S+1 = 1

natural (NBO) population analysis, charges in e, atoms 1 to 6: atom 1 (C): -0.233, atom 2 (O): -0.493, atom 3 (C): 0.250, atom 4 (C): -0.289, atom 5 (C): -0.227, atom 6 (C): -0.183

=====

arrangement i is preferred energetically. Next in line: 13.516 eV higher.

=====

Arrangement i

Entry from OMol25: C3H5FO2 in the gas phase (ωB97M-V/def2-TZVPD).

```
11
Properties=species:S:1:pos:R:3
C -1.19646 0.49429 0.73102
C -0.60700 -0.60900 -0.15649
O -1.21103 -1.29473 -0.95668
C 0.94988 -0.58756 -0.40492
O 1.32934 0.81151 -0.24868
F 2.61560 1.13026 -0.73743
H -2.02300 0.05965 1.23271
H -0.59655 0.98987 1.46450
H -1.59259 1.35951 0.05120
H 1.06134 -1.09467 -1.42853
H 1.27046 -1.25913 0.45330
```

Summary:
- HOMO energy (eV) = -10.145
- structure (SMILES) = CC(=O)COF
- gap between HOMO and LUMO (eV) = 10.5
- LUMO (eV) = 0.37
- 2S+1 = 1

natural (NBO) population analysis, charges in e, atoms 1 to 6: atom 1 (C): -0.736, atom 2 (C): 0.588, atom 3 (O): -0.513, atom 4 (C): -0.206, atom 5 (O): -0.161, atom 6 (F): -0.138

=====

Arrangement ii

Entry from OMol25: C3H5FO2 in the gas phase (ωB97M-V/def2-TZVPD).

```
11
Properties=species:S:1:pos:R:3
O 1.92826 0.77231 -0.37530
C 1.67459 -0.38536 -0.59713
O 0.58091 -0.99799 -0.18828
C -0.22735 -0.32773 0.70336
C -1.27732 0.52439 -0.08245
F -2.13452 -0.24783 -0.86248
H 2.35111 -1.04130 -1.16777
H 0.23632 0.44467 1.30758
H -0.58297 -1.17047 1.31544
H -1.93015 1.18552 0.53806
H -0.61887 1.24378 -0.59105
```

Summary:
- HOMO energy (eV) = -10.974
- structure (SMILES) = O=COCCF
- gap between HOMO and LUMO (eV) = 11.9
- LUMO (eV) = 0.93
- 2S+1 = 1

natural (NBO) population analysis, charges in e, atoms 1 to 6: atom 1 (O): -0.595, atom 2 (C): 0.645, atom 3 (O): -0.486, atom 4 (C): -0.125, atom 5 (C): 0.021, atom 6 (F): -0.358

=====

arrangement ii is preferred energetically. Next in line: 4.012 eV higher.

=====

Arrangement i

Entry from OMol25: 4 unconnected molecules or ions with the total composition C4H15N2O (ωB97M-V/def2-TZVPD).

```
22
Properties=species:S:1:pos:R:3
C -0.65081 -3.37186 0.58515
N -0.31934 1.76249 1.88213
C -1.41320 2.23418 2.65744
C 0.05516 -3.37448 -0.57785
N 1.01243 0.19311 -2.43646
C 1.88481 1.27840 -2.16222
H -1.69630 -3.65090 0.51064
H -0.19657 -2.97140 1.48083
H 0.53281 1.52532 2.38934
H -1.06073 3.08273 3.24868
H -2.28623 2.41305 2.03699
H -1.73172 1.45613 3.39252
H 1.04330 -2.92951 -0.61628
H -0.39177 -3.55880 -1.54872
H -0.48924 1.10885 1.05016
H 0.60058 0.41141 -3.34665
H 2.59001 1.53299 -2.96632
H 1.42779 2.26312 -1.95246
H 2.57505 1.04675 -1.34161
H 0.30407 -0.10376 -1.67131
H -1.23914 -0.51228 -0.30089
O -0.55095 0.16445 -0.31309
```

Summary:
- HOMO energy (spin up / spin down) (eV) = -18.971 / -16.792
- gap between HOMO and LUMO (spin up / spin down) (eV) = 8.6 / 4.7
- LUMO (spin up / spin down) (eV) = -10.40 / -12.13
- 2S+1 = 2
- net charge = +2

Mulliken population analysis, charges in e, atoms 1 to 6: atom 1 (C): -0.374, atom 2 (N): -0.031, atom 3 (C): -0.587, atom 4 (C): -0.354, atom 5 (N): -0.062, atom 6 (C): -0.746

=====

Arrangement ii

Entry from OMol25: 2 unconnected molecules or ions with the total composition C4H15N2O (ωB97M-V/def2-TZVPD).

```
22
Properties=species:S:1:pos:R:3
C 0.32591 1.70172 2.18224
C 0.36619 0.86924 0.86692
C 1.12341 -0.47014 1.01127
C 0.91040 -1.31821 -0.31750
N -0.48995 -1.73034 -0.56155
N -1.02716 0.54933 0.47214
H 1.34652 2.09156 2.28313
H -0.26856 2.64535 2.11894
H -0.17767 1.22306 3.02336
H 0.90045 1.38178 0.06849
H 2.21934 -0.45482 1.14204
H 0.72016 -0.90737 1.93231
H 1.64275 -2.12420 -0.18987
H 1.10256 -0.59835 -1.12576
H -0.60663 -2.71493 -0.31641
H -0.93198 -0.82542 0.03195
H -0.85835 -1.39140 -1.45331
H -1.66785 0.34932 1.24548
H -1.37410 1.27469 -0.16170
H -1.24218 0.84877 -3.54276
H -0.40297 -0.41852 -3.24790
O -0.69907 0.41148 -2.89360
```

Summary:
- HOMO energy (spin up / spin down) (eV) = -19.580 / -19.564
- gap between HOMO and LUMO (spin up / spin down) (eV) = 12.6 / 5.8
- LUMO (spin up / spin down) (eV) = -7.01 / -13.75
- 2S+1 = 2
- net charge = +2

natural (NBO) population analysis, charges in e, atoms 1 to 6: atom 1 (C): -0.597, atom 2 (C): -0.057, atom 3 (C): -0.396, atom 4 (C): -0.243, atom 5 (N): -0.655, atom 6 (N): -0.530

=====

Arrangement iii

Entry from OMol25: 2 unconnected molecules or ions with the total composition C4H15N2O (ωB97M-V/def2-TZVPD).

```
22
Properties=species:S:1:pos:R:3
N 0.83870 1.15013 0.64135
C -0.31569 0.22269 1.04812
C -1.17773 -0.07615 -0.23256
N -0.37248 -0.52793 -1.35571
C 0.33405 -1.79981 -1.28915
C -1.16806 -0.48013 -2.59933
H 0.63088 1.92385 0.00728
H 1.43705 1.59220 1.34674
H 1.31061 0.32198 0.30973
H 0.00833 -0.78538 1.28330
H -0.86314 0.79405 1.78969
H -1.85160 -0.84392 0.18132
H -1.86469 0.73983 -0.45070
H 1.01159 -1.88951 -0.42830
H -0.37085 -2.63045 -1.17829
H 1.04528 -1.89735 -2.10793
H -0.52394 -0.34988 -3.46460
H -1.79082 -1.38457 -2.61601
H -1.90689 0.32125 -2.58750
H 1.74320 1.77608 4.65215
H 2.29304 2.15945 3.33874
O 1.55316 1.66356 3.71167
```

Summary:
- HOMO energy (spin up / spin down) (eV) = -18.215 / -18.215
- gap between HOMO and LUMO (spin up / spin down) (eV) = 11.0 / 6.1
- LUMO (spin up / spin down) (eV) = -7.17 / -12.11
- 2S+1 = 2
- net charge = +2

natural (NBO) population analysis, charges in e, atoms 1 to 6: atom 1 (N): -0.696, atom 2 (C): -0.220, atom 3 (C): -0.317, atom 4 (N): 0.038, atom 5 (C): -0.497, atom 6 (C): -0.468

=====

arrangement iii is preferred energetically. Next in line: 0.509 eV higher.